Formula: C60H165N15O15
Source: OMol25
Level of theory: wB97M-V/def2-TZVPD

Calculated values
**Charge**: 0
**Kohn-Sham gap**: 8.765 eV
**Strongest force on any atom**: 4.1 eV/A

```
255
Properties=species:S:1:pos:R:3:forces:R:3
O -4.324653 -4.389111 -1.224754 0.2 0.0 1.5
O 6.009411 1.507834 -10.293344 0.4 1.1 2.7
O 0.186757 -0.929587 -3.756915 -0.3 -0.9 -0.3
O 3.855462 4.448105 -3.685999 0.3 -1.2 -1.6
O -4.919489 -0.020661 4.005310 3.9 -1.2 0.4
O -1.179302 6.714521 -0.233574 -0.6 -0.2 0.1
O -0.344350 0.423612 6.234632 0.2 -0.4 0.4
O 7.409869 -3.504463 1.186646 -1.5 -0.7 2.5
O 5.173215 0.834615 2.497306 0.1 1.3 -0.3
O 2.594397 -0.444832 -0.881987 -1.5 0.9 -0.4
O 3.837755 -3.727650 -2.784424 0.3 -1.6 -0.6
O -6.476365 6.465206 4.136860 -0.2 1.8 -1.4
O -6.537182 -1.181994 0.694036 0.3 -0.9 0.4
O 0.608945 -5.661027 3.751318 0.4 0.0 0.4
O -3.895918 0.476013 -2.694355 -1.2 -1.8 -1.1
N 5.415128 3.850380 3.392734 -0.6 1.3 0.4
N 1.166240 4.480357 1.290366 1.4 0.2 1.6
N -4.086750 4.572445 6.168626 0.7 1.3 0.8
N -0.303986 -4.140828 0.459799 0.0 -0.9 0.8
N 0.955050 -3.622266 -2.012360 -0.2 0.2 -0.9
N 7.569886 -5.145437 -1.501979 -0.4 0.3 0.0
N -6.680517 0.875755 5.997717 0.6 1.1 0.6
N -1.454691 3.160446 -2.328247 1.4 -0.6 0.7
N -3.163900 -3.144484 0.978371 0.6 -1.1 0.0
N 5.111854 1.778646 -7.383786 0.4 0.6 0.2
N 4.274525 -7.354779 -3.621682 -0.1 -1.1 0.8
N -0.321078 -1.191445 -0.641782 -0.9 -2.9 0.5
N -10.163809 -1.261708 1.343832 -1.4 0.8 -0.5
N 4.792977 5.445583 -0.935347 -1.0 -0.1 -1.1
N -3.081600 1.705184 5.728718 -0.7 -1.7 1.1
C -6.096466 5.687451 5.196872 -1.0 -2.1 0.6
C 0.278522 -3.534812 -3.343819 0.8 1.1 0.8
C -1.222369 4.309783 1.300437 0.7 0.9 -1.7
C -4.663024 -4.046678 2.574454 -0.6 -0.3 1.3
C -8.807706 -3.250715 0.795288 0.2 0.4 1.0
C -1.552776 2.763122 7.355869 -0.4 0.8 -1.0
C 0.016382 4.960478 0.590716 0.8 -1.1 0.9
C -7.168948 -0.062939 4.989238 1.2 0.8 1.4
C -4.539279 4.332574 3.800676 -1.4 -0.1 -1.1
C 3.901745 -0.838718 -0.625364 -0.9 -1.8 0.3
C 0.679319 -2.252665 -4.100646 2.1 -0.1 0.0
C 6.299860 1.743818 2.796070 0.6 -2.7 -1.9
C -7.898354 -0.872285 0.621183 -1.1 0.4 -0.6
C -2.535274 2.217620 -2.066517 -0.4 0.9 -1.4
C -0.154739 -4.844608 2.853978 0.5 -1.2 0.1
C 9.678944 -3.875608 -1.688024 -0.3 -1.1 0.5
C -2.803620 1.199665 -3.145095 1.1 -0.2 -0.3
C -4.019310 -4.330705 1.265169 0.3 1.2 -1.8
C -6.249028 0.088741 3.736873 -2.1 -0.3 -1.1
C -0.689062 1.437944 5.336817 -0.3 -0.4 -0.9
C 0.318776 -0.037186 -0.148968 2.1 0.7 -1.9
C 0.398694 -5.043986 1.387359 0.3 1.5 1.6
C 4.314579 3.408773 -4.631575 0.4 1.1 0.3
C 5.777185 0.584808 -7.842297 -0.6 -1.0 -0.8
C 0.338059 -0.664896 5.630100 -0.8 0.2 -0.2
C -0.457994 0.544711 0.938249 -0.9 1.0 1.2
C -7.873275 6.698601 4.153727 0.5 -1.0 0.8
C -5.189730 -4.585833 -2.321789 -0.5 -1.2 0.8
C 1.814817 -0.179433 0.272731 -1.4 0.8 -1.6
C 0.232189 -5.533083 5.129553 0.6 1.2 -1.1
C 2.507300 6.196982 -1.915633 0.8 -1.3 1.0
C 3.573457 -5.563649 -5.084709 -1.0 0.0 0.8
C 4.431952 -5.953780 -3.791896 -0.5 2.2 -1.7
C 3.520485 3.886844 -2.428392 0.4 0.1 -1.0
C 5.076310 -0.640367 -7.168847 0.8 -0.3 -1.5
C 7.556515 4.006877 2.241275 0.8 -1.6 0.9
C 5.715920 0.411222 -9.420007 -1.1 -0.6 -0.8
C -8.655336 0.227978 4.909382 -0.7 0.2 -0.7
C -3.727553 3.141286 -1.877180 -0.8 -1.2 0.2
C -1.287330 8.030533 -0.658505 1.5 1.1 0.1
C 3.423441 5.001520 -1.415955 -0.1 1.1 0.2
C 0.850945 0.099125 -4.517060 -0.2 -0.7 0.9
C 5.920354 1.286764 -11.655410 -0.2 -0.6 0.0
C -3.973138 -0.245646 2.889169 -0.7 0.5 0.7
C -8.886598 -1.821659 1.333409 3.7 -0.1 0.7
C 6.326677 -2.693873 1.675915 -0.4 -0.8 -1.3
C -4.694457 5.258026 5.017501 1.9 -1.5 -1.3
C 4.006406 -5.152937 -2.497114 -0.1 0.6 -1.4
C 6.232810 3.196194 2.376855 -0.6 0.9 -0.1
C 4.128515 0.950480 3.418136 0.4 -0.5 1.0
C -1.799195 2.304380 5.905487 1.2 1.5 -0.1
C -4.990719 -4.586995 0.089086 -0.5 1.3 -1.0
C 8.556924 -4.361142 -0.731000 0.3 0.7 -0.6
C -5.767934 -0.354048 -0.143497 0.4 -0.2 -0.1
C 1.952517 -4.787328 1.368087 -1.2 -0.6 0.2
C 4.935885 -3.045223 -3.426661 -0.9 0.9 1.9
C -0.053099 6.464553 0.589377 -0.9 -0.1 0.2
C -1.146773 -3.442841 -3.068099 -2.4 -0.8 0.9
C 7.882989 -3.171634 -0.041747 0.8 1.4 -0.8
C -4.025631 -0.701099 -3.510850 -0.6 -1.0 1.1
H 0.833581 6.954765 0.187407 0.2 -0.2 -0.1
H -6.325702 1.077156 3.283831 -1.1 0.3 -0.2
H 0.413431 -4.496788 5.414766 -0.4 0.5 0.1
H -8.080018 0.126506 1.018046 -0.1 0.3 0.0
H -0.044547 1.475573 1.326384 0.1 0.2 -0.2
H -2.335020 1.648538 -1.158691 0.2 0.2 0.1
H 4.679273 0.171818 -9.656992 -0.7 0.0 0.3
H 2.589412 -6.017148 -4.966052 -0.1 -0.2 0.1
H 7.558245 4.940993 1.679561 -0.7 -0.1 0.1
H -5.549655 -5.513921 0.217525 0.6 -0.8 -0.4
H 0.205404 1.871223 4.889272 0.3 0.9 0.6
H -5.771068 1.272444 5.808904 0.2 -0.1 -0.3
H -4.142803 6.137683 4.685891 0.3 0.3 0.7
H 2.401291 6.874370 -1.068277 -0.1 0.1 -0.2
H -5.809445 -3.867599 0.073521 0.1 0.6 0.3
H 1.828318 -0.888213 1.100707 0.7 -0.4 0.0
H -1.999642 0.495010 -3.357652 0.8 0.0 0.7
H -6.154603 -0.354969 -1.162610 -0.2 0.2 -0.1
H 0.552101 -2.463774 -5.162416 -0.1 0.3 -0.3
H 5.123737 6.088906 -1.640210 0.0 0.7 -0.1
H -0.375629 -1.413260 5.285592 -0.3 -0.3 0.2
H 0.103254 -6.084037 1.249198 0.5 -0.1 -0.8
H 3.920282 -5.885947 -6.066516 0.7 -0.7 0.3
H 8.914351 -5.092217 -0.005831 0.7 0.7 0.6
H -9.328867 -3.229603 -0.161816 -0.1 -0.6 0.0
H -8.897266 1.285031 4.798923 0.5 0.2 -0.8
H -3.410712 -1.528081 -3.155788 1.1 0.4 0.0
H 6.972848 -5.563061 -0.802529 -0.6 0.1 0.2
H -8.174090 -0.884309 -0.433290 -0.2 0.3 -0.5
H 0.534686 -4.441439 -3.892023 0.1 0.3 -0.8
H 4.351819 3.242486 -2.142421 -0.1 -0.5 0.3
H -1.942856 4.439423 0.492852 -1.0 -0.3 0.7
H 0.790130 -0.339963 4.693008 0.8 0.1 0.2
H -7.061851 -1.039373 5.461680 0.2 -0.6 -0.7
H -3.950929 -3.853808 3.376841 0.6 -0.1 -0.3
H -4.751108 -0.741236 -0.208771 0.0 -0.2 0.1
H 4.132336 1.751992 -7.628628 -0.2 -0.3 0.0
H -0.526601 -0.123519 1.796660 -0.1 -0.3 0.0
H -9.179355 -0.358350 4.154590 -0.1 0.0 -0.1
H 0.475942 -4.319014 -1.460008 -0.3 0.1 0.3
H -5.253557 -3.130573 2.585471 -0.5 -0.2 -0.4
H 5.698011 2.229758 -12.154831 0.4 0.0 0.0
H -10.780465 -1.769010 1.962292 -0.1 0.0 -0.1
H 3.326219 -4.527357 -5.315072 0.4 0.4 0.8
H -5.220094 -4.904167 2.951911 -0.5 0.1 -0.2
H -8.077229 6.935673 5.197900 -0.7 0.9 -0.1
H -3.115873 4.849197 6.198844 0.1 0.9 0.4
H -6.680241 4.771438 5.106105 -0.4 -0.6 0.4
H -7.807139 -3.672164 0.698675 0.1 0.4 -0.2
H 3.689600 -1.880285 -0.384063 1.2 -0.6 0.6
H -1.455682 -4.360673 -2.567846 -0.2 0.2 0.6
H -4.041109 3.537375 -2.843045 0.1 0.2 0.0
H -1.147772 1.036914 4.433011 -0.2 -0.7 -0.4
H -2.292521 8.329451 -0.955744 0.2 -0.3 -0.1
H 5.729932 -2.970467 -2.683701 0.6 -0.4 -0.4
H 4.447288 -0.889431 -1.567652 0.3 0.7 0.2
H -1.066478 -0.957293 -1.281831 -0.2 0.4 0.1
H 5.674073 3.296695 1.446372 0.3 -0.5 -0.5
H 5.535354 -2.813094 0.935857 -0.4 0.1 0.0
H 2.378288 -4.668332 0.371765 -0.2 -0.4 -0.2
H 3.059013 -5.556438 -2.139715 -0.5 0.2 -0.5
H 4.463210 3.910364 3.060553 -0.4 -0.5 0.1
H -4.821100 -4.288812 -3.303618 0.6 0.4 0.4
H 4.335456 -0.317835 0.228261 0.5 0.2 -0.3
H -4.969941 -1.216464 -3.335441 -0.7 0.8 -0.1
H -3.370804 3.941755 -1.229057 -0.8 0.1 0.2
H 2.636942 3.280622 -2.628216 -0.4 -0.1 0.8
H -8.206150 7.406394 3.394558 0.4 0.1 0.3
H -3.571458 4.403161 3.304249 0.1 -0.2 0.2
H -2.959675 1.565914 -4.159795 -0.5 0.9 -0.1
H 5.349117 3.684351 -4.836242 0.1 -0.5 0.0
H -2.430107 3.320820 7.683529 -0.3 -0.5 0.4
H -0.869763 8.730995 0.064744 -0.8 0.2 1.0
H -1.574840 3.740204 -3.146506 -0.4 -0.3 -0.4
H -0.216992 -3.814925 3.206072 0.3 0.4 -0.1
H -3.163868 1.068015 6.508049 -0.6 -0.5 0.2
H 5.393585 4.670524 -1.177544 0.3 -0.5 0.5
H 1.736838 -2.245382 -3.836620 0.6 0.4 -0.7
H 5.619591 4.839428 3.383361 0.5 0.3 0.3
H 4.509940 0.610860 4.381081 0.2 0.6 0.6
H 4.146595 -0.904315 -7.672885 -0.4 0.3 0.3
H 4.901652 -7.712728 -2.915499 0.1 -0.1 0.1
H 3.381128 0.169936 3.275770 -0.4 0.5 -0.9
H -3.719004 -1.278508 2.650991 -0.8 -0.3 0.3
H 5.937131 -3.096814 2.610797 0.5 0.1 0.0
H -1.471508 4.857183 2.209499 -0.1 0.2 -0.2
H 2.114796 0.828745 0.558554 0.0 0.0 0.9
H -9.250354 -3.852244 1.589226 -0.6 -0.4 -0.5
H 4.419131 -7.902646 -4.457767 0.0 0.2 -0.1
H -6.617253 0.521811 6.941558 -0.3 -0.3 -0.1
H 5.274655 -3.320109 -4.425553 -0.3 -0.5 0.2
H -6.345497 6.053531 6.192903 0.3 0.7 0.1
H -2.990383 0.149187 3.146859 -0.2 0.4 0.5
H 1.329441 3.484516 1.332543 -0.3 0.1 -0.3
H 2.043449 4.972864 1.200599 -0.2 0.1 -0.2
H 6.492067 -1.617404 1.720235 0.6 0.0 0.3
H -0.509353 8.240396 -1.392530 -0.4 -0.3 -1.2
H -2.643919 -3.325936 0.131741 0.0 0.1 -0.3
H -2.986101 1.095347 4.929294 -0.7 -0.1 -0.2
H -3.438830 -5.251866 1.316263 0.7 0.3 0.2
H -1.464058 0.741213 0.567676 -0.2 0.1 0.3
H 4.233786 2.370271 -4.310498 0.1 0.2 0.8
H 2.394548 -5.623297 1.910188 0.4 0.2 -0.2
H -1.088211 3.266412 1.585894 0.1 0.1 -0.4
H -1.984372 3.138137 5.228241 1.4 0.8 0.0
H 10.150937 -4.803009 -2.012438 0.1 0.1 -0.6
H 4.598908 -5.256743 -1.588118 1.0 -0.2 -0.4
H 6.194493 -0.484907 -9.815009 0.8 -0.2 0.4
H -1.288952 1.931624 8.009407 0.0 0.2 0.0
H 8.501868 -2.290817 0.129270 1.4 -0.1 -0.2
H -5.298118 4.556288 3.050862 0.1 0.8 -0.4
H 5.076722 0.633070 -11.876956 -0.1 -0.3 -0.2
H 1.915348 -3.928509 -2.076637 0.1 0.4 -0.4
H 7.941775 4.172037 3.247452 -0.3 0.5 0.3
H 2.962043 4.601132 -0.513232 -0.3 -0.1 -0.2
H 2.854179 6.746269 -2.790880 0.2 -0.3 0.1
H 4.526961 -2.034845 -3.431062 0.1 0.2 -0.6
H -3.885265 3.587089 6.075964 -1.3 -0.6 -0.7
H -5.676625 0.660118 0.245396 -0.3 0.3 -0.1
H 5.466706 2.595820 -7.859609 0.2 0.2 -0.1
H 1.931787 -0.019084 -4.440270 0.2 -0.1 0.0
H 8.008435 -5.973198 -1.879587 0.5 0.0 -0.4
H 2.212700 -3.862347 1.882692 -0.3 0.1 0.3
H 6.859793 0.825502 -11.960009 0.0 0.0 -0.7
H 10.490724 -3.295229 -1.249533 -0.4 0.1 0.4
H -0.814805 3.565305 7.357489 0.6 -0.4 0.1
H -6.514190 -0.678828 3.009810 -0.4 0.1 -0.2
H 9.257545 -3.339923 -2.538650 0.0 -0.1 0.0
H -1.152413 -5.279082 2.917044 -0.6 0.3 -0.4
H 3.822565 3.350683 -5.602481 -0.5 0.9 0.2
H 5.715714 -1.491700 -7.402289 0.1 -0.3 0.3
H -4.568579 2.562594 -1.495222 -0.2 0.4 0.4
H -0.829311 -5.744651 5.258170 0.1 -0.4 0.3
H -8.385276 5.746660 4.013156 -0.2 -0.2 -0.4
H 3.795958 1.986881 3.476138 -0.6 -0.4 0.2
H 0.599454 1.053233 -4.053874 -0.2 -0.1 0.0
H -6.161574 -4.122723 -2.151047 -0.2 0.2 0.0
H 0.131338 -3.229471 0.456152 0.3 0.2 -0.2
H -0.229473 6.843241 1.596149 0.0 0.2 0.2
H 5.425525 -5.646511 -4.118255 0.5 0.0 0.6
H 7.161642 -2.637340 -0.660039 -0.9 -0.8 -0.6
H 0.150974 4.736646 -0.467527 -0.8 -0.6 -0.3
H 0.562789 0.100252 -5.568288 -0.1 -0.1 -0.1
H 1.549016 5.722427 -2.126782 -0.2 0.3 -0.1
H 6.605721 1.526592 3.819484 0.0 0.6 0.2
H -3.682838 -2.303855 0.768252 -0.6 -0.1 0.2
H -1.285240 -2.559536 -2.444647 -0.4 -0.4 0.2
H -3.881775 -0.584934 -4.585053 0.1 0.5 0.1
H 0.949597 -6.046871 5.769451 -0.4 -0.8 -0.3
H -4.267150 0.271356 1.975740 -0.3 0.1 0.1
H -10.533363 -1.292951 0.404388 -0.5 0.1 -0.1
H 6.945035 1.179740 2.122513 1.1 0.6 0.1
H 4.977440 -0.577291 -6.085175 -0.1 0.3 -0.2
H -1.668688 3.784534 -1.563507 1.2 0.7 0.0
H 1.000846 -1.112959 6.370415 0.2 0.2 -0.3
H 0.305926 0.530809 -1.079199 0.6 1.7 0.5
H -8.527771 -1.727095 2.358294 0.1 -0.7 0.4
H 8.407098 3.433854 1.872166 -0.3 -0.4 -0.7
H -1.205475 -3.924042 0.860317 -0.2 -0.1 0.1
H -4.853899 3.299171 3.946197 0.6 -0.3 0.8
H 6.799869 0.460894 -7.486101 0.2 0.9 -0.1
H -9.160040 0.091826 5.865852 0.4 -0.8 0.2
H 0.263946 -1.785575 -1.211738 0.7 -0.2 0.0
H -5.330768 -5.665944 -2.361132 -0.5 -0.2 -0.4
H -1.885242 -3.373756 -3.866853 0.6 0.2 -0.7
```
Forces are in eV/Å.